Formula: C4H8
Source: OMol25
Level of theory: ωB97M-V/def2-TZVPD

Computed properties:
HOMO-LUMO gap: 10.97 eV
Net charge: 0
Lowest unoccupied orbital energy: 1.299 eV
SMILES string: C=CCC
Energy relative to the best compared isomer or geometry (same formula, charge and spin): 27.4 kJ/mol
M: 56.108 Da
HOMO: -9.7 eV

Bonds (Å) are listed after each position.
Positions of all 12 atoms, in Å:
1 C -2.001 0.026 -0.192  C2 1.328, H5 1.114, H6 1.100
2 C -0.832 -0.294 0.350  C1 1.328, C3 1.523, H7 1.097
3 C 0.419 0.573 0.289  C2 1.523, C4 1.507, H8 1.127, H9 1.101
4 C 1.563 -0.257 -0.233  C3 1.507, H10 1.115, H11 1.103, H12 1.128
5 H -2.190 0.971 -0.749  C1 1.114
6 H -2.821 -0.707 -0.216  C1 1.100
7 H -0.739 -1.270 0.843  C2 1.097
8 H 0.684 0.912 1.330  C3 1.127
9 H 0.227 1.451 -0.347  C3 1.101
10 H 1.400 -0.739 -1.226  C4 1.115
11 H 1.797 -1.032 0.517  C4 1.103
12 H 2.494 0.366 -0.366  C4 1.128

These are the natural (NBO) partial charges, in e, on atoms 1 to 4: -0.41, -0.17, -0.44, -0.60